[1]
Entry from OMol25: C4H5N3O in the gas phase in a non-equilibrium geometry (the ωB97M-V functional and the def2-TZVPD basis).

Gap between HOMO and LUMO ... 8.709 eV
SMILES ... [H]/N=c1/cnon1C=C
Electronic energy ... -394.74409 Eh
LUMO ... -0.12 eV
HOMO ... -8.832 eV
ΔE to the lowest compared entry with this formula, charge and spin ... 140.2 kcal/mol
Net charge ... 0

Last column: Löwdin charge in e.
Positions of all 13 atoms, in Å:
H1 1.250 -0.241 -2.294  -0.02
N1 1.202 0.653 -1.997  0.15
C1 0.524 0.671 -0.857  -0.30
C2 -0.022 1.884 -0.225  -0.06
N2 -0.746 1.624 0.787  0.15
O1 -0.696 0.181 0.975  -0.09
N3 0.302 -0.330 0.163  -0.06
C3 0.157 -1.732 0.102  -0.13
C4 -0.706 -2.420 0.965  0.02
H2 0.262 2.810 -0.561  0.10
H3 0.948 -2.348 -0.427  0.13
H4 -0.660 -3.582 1.044  0.08
H5 -1.258 -2.123 1.848  0.04

[2]
Entry from OMol25: a molecular structure, C4H5N3O in a non-equilibrium geometry (the ωB97M-V functional and the def2-TZVPD basis).

Gap between HOMO and LUMO ... 9.545 eV
Electronic energy ... -394.64519 Eh
LUMO ... 0.42 eV
HOMO ... -9.126 eV
ΔE to the lowest compared entry with this formula, charge and spin ... 202.3 kcal/mol
Net charge ... 0

Last column: Löwdin charge in e.
Positions of all 13 atoms, in Å:
C1 0.697 0.704 0.786  -0.30
C2 -1.346 -1.290 -0.420  0.01
C3 -0.161 -0.689 -1.198  -0.27
C4 0.315 0.571 -0.765  -0.21
H1 1.320 1.394 2.344  0.08
H2 -0.323 -0.261 2.505  0.21
H3 -2.152 -1.785 -0.774  0.06
H4 0.775 -1.248 -0.845  0.17
H5 -0.498 1.624 -0.967  0.22
N1 1.347 1.726 1.304  0.11
N2 -0.142 -0.380 1.370  -0.05
N3 -1.195 -0.913 0.887  -0.03
O1 0.472 0.184 -2.200  -0.01

[3]
Entry from OMol25: C4H5N3O in the gas phase in a non-equilibrium geometry (the ωB97M-V functional and the def2-TZVPD basis).

Gap between HOMO and LUMO ... 9.743 eV
SMILES ... Nc1cc[nH]c(=O)n1
Electronic energy ... -394.94739 Eh
LUMO ... 0.61 eV
HOMO ... -9.135 eV
ΔE to the lowest compared entry with this formula, charge and spin ... 12.7 kcal/mol
Net charge ... 0

Last column: Löwdin charge in e.
Positions of all 13 atoms, in Å:
N1 -2.067 -1.100 -0.096  0.10
C1 -0.824 -0.435 -0.135  -0.34
C2 -0.630 0.977 0.051  -0.04
C3 0.608 1.384 -0.058  -0.11
N2 1.679 0.558 -0.129  0.13
C4 1.496 -0.847 -0.112  -0.52
O1 2.523 -1.473 0.061  0.04
N3 0.194 -1.294 -0.142  0.16
H1 -2.947 -0.577 0.174  0.12
H2 -2.009 -2.046 0.281  0.10
H3 -1.495 1.609 0.161  0.11
H4 0.903 2.429 -0.149  0.14
H5 2.572 0.816 0.093  0.11

[4]
Entry from OMol25: a molecular structure, C4H5N3O in a non-equilibrium geometry (the ωB97M-V functional and the def2-TZVPD basis).

Gap between HOMO and LUMO ... 9.012 eV
Electronic energy ... -394.73569 Eh
LUMO ... 0.61 eV
HOMO ... -8.398 eV
ΔE to the lowest compared entry with this formula, charge and spin ... 145.5 kcal/mol
Net charge ... 0

Last column: Löwdin charge in e.
Positions of all 13 atoms, in Å:
C1 1.097 0.488 -0.400  -0.29
C2 -0.122 -0.942 0.561  -0.49
C3 -1.743 -0.248 -0.165  -0.11
C4 -0.288 0.165 -0.282  -0.02
H1 1.310 2.661 -0.437  0.20
H2 2.683 1.437 -0.860  0.07
H3 -1.663 -2.208 0.972  0.17
H4 -2.349 0.590 0.401  0.15
H5 -2.116 -0.767 -1.075  0.13
N1 1.699 1.655 -0.947  0.06
N2 1.033 -1.200 1.029  0.10
N3 -1.385 -1.176 0.932  0.06
O1 1.843 -0.454 0.271  -0.02

[5]
Entry from OMol25: a molecular structure, C4H5N3O in a non-equilibrium geometry (the ωB97M-V functional and the def2-TZVPD basis).

Gap between HOMO and LUMO ... 9.310 eV
Electronic energy ... -394.67394 Eh
LUMO ... 0.17 eV
HOMO ... -9.136 eV
ΔE to the lowest compared entry with this formula, charge and spin ... 184.3 kcal/mol
Net charge ... 0

Last column: Löwdin charge in e.
Positions of all 13 atoms, in Å:
C1 0.627 -0.280 -0.169  -0.32
C2 0.001 -1.669 -0.324  -0.08
C3 -2.084 -0.374 -0.442  -0.12
C4 -1.459 0.733 -0.573  -0.15
H1 2.725 0.998 2.154  0.21
H2 1.687 1.904 0.304  0.19
H3 0.758 -2.513 -0.435  0.14
H4 -3.212 -0.704 -0.270  0.15
H5 -2.008 1.809 -0.348  0.17
N1 2.566 0.982 0.777  -0.08
N2 1.701 -0.186 0.473  -0.08
N3 -1.269 -1.652 -0.473  0.04
O1 -0.032 0.951 -0.673  -0.07

[6]
Entry from OMol25: C4H5N3O in the gas phase in a non-equilibrium geometry (the ωB97M-V functional and the def2-TZVPD basis).

Gap between HOMO and LUMO ... 8.923 eV
SMILES ... CNC1=NC(=O)C=N1
Electronic energy ... -394.87846 Eh
LUMO ... -0.62 eV
HOMO ... -9.546 eV
ΔE to the lowest compared entry with this formula, charge and spin ... 55.9 kcal/mol
Net charge ... 0

Last column: Löwdin charge in e.
Positions of all 13 atoms, in Å:
C1 -2.274 -0.009 0.060  -0.07
N1 -1.064 -0.774 0.148  0.00
C2 0.165 -0.350 -0.093  -0.36
N2 1.243 -1.090 -0.268  0.12
C3 2.361 -0.268 -0.146  -0.38
O1 3.469 -0.678 0.288  0.04
C4 1.713 1.179 -0.103  -0.06
N3 0.500 1.085 0.073  0.12
H1 -1.874 1.034 -0.084  0.08
H2 -2.724 0.003 1.075  0.09
H3 -2.777 -0.481 -0.904  0.14
H4 -1.081 -1.767 0.060  0.14
H5 2.342 2.117 -0.105  0.14

[7]
Entry from OMol25: C4H5N3O in the gas phase in a non-equilibrium geometry (the ωB97M-V functional and the def2-TZVPD basis).

Gap between HOMO and LUMO ... 9.183 eV
SMILES ... Oc1nnn2c1CC2
Electronic energy ... -394.71529 Eh
LUMO ... 0.50 eV
HOMO ... -8.686 eV
ΔE to the lowest compared entry with this formula, charge and spin ... 158.3 kcal/mol
Net charge ... 0

Last column: Löwdin charge in e.
Positions of all 13 atoms, in Å:
O1 -2.968 0.431 -0.078  0.02
C1 -1.680 -0.096 -0.164  -0.23
N1 -1.492 -1.492 0.095  0.03
N2 -0.423 -1.837 0.029  -0.04
N3 0.342 -0.850 -0.092  -0.23
C2 -0.285 0.319 -0.288  -0.06
C3 1.171 1.035 0.134  0.00
C4 1.710 -0.499 -0.104  -0.07
H1 -2.895 1.327 0.341  0.12
H2 1.072 1.493 1.165  0.11
H3 1.306 1.812 -0.531  0.04
H4 2.072 -0.595 -1.290  0.18
H5 2.070 -1.047 0.782  0.12

[8]
Entry from OMol25: a molecular structure, C4H5N3O in a non-equilibrium geometry (the ωB97M-V functional and the def2-TZVPD basis).

Gap between HOMO and LUMO ... 9.290 eV
Electronic energy ... -394.78034 Eh
LUMO ... -0.81 eV
HOMO ... -10.103 eV
ΔE to the lowest compared entry with this formula, charge and spin ... 117.5 kcal/mol
Net charge ... 0

Last column: Löwdin charge in e.
Positions of all 13 atoms, in Å:
C1 -1.453 0.941 0.038  0.02
C2 0.144 -1.128 0.342  -0.34
C3 1.944 -0.013 -0.278  -0.02
C4 0.703 0.768 -0.763  -0.52
H1 -1.466 1.900 -0.502  0.06
H2 -1.538 1.136 1.198  0.09
H3 -2.563 0.068 0.031  0.18
H4 -0.033 -2.688 1.021  0.00
H5 3.068 0.091 -0.583  0.15
N1 -0.238 0.000 -0.480  -0.01
N2 -0.637 -2.065 0.673  0.21
N3 1.630 -0.832 0.669  0.14
O1 0.440 1.823 -1.364  0.04

[9]
Entry from OMol25: C4H5N3O in the gas phase in a non-equilibrium geometry (the ωB97M-V functional and the def2-TZVPD basis).

Gap between HOMO and LUMO ... 10.154 eV
SMILES ... [H]/N=C1\NN=C[C@@H]2O[C@@H]12
Electronic energy ... -394.67341 Eh
LUMO ... 0.75 eV
HOMO ... -9.407 eV
ΔE to the lowest compared entry with this formula, charge and spin ... 184.6 kcal/mol
Net charge ... 0

Last column: Löwdin charge in e.
Positions of all 13 atoms, in Å:
H1 -2.298 -1.247 -0.834  0.14
N1 -2.371 -0.289 -0.137  0.12
C1 -1.075 -0.235 0.060  -0.39
N2 -0.080 -1.490 -0.001  -0.03
N3 1.359 -1.342 0.171  0.01
C2 1.733 -0.186 -0.198  -0.14
C3 0.670 0.866 -0.542  -0.18
O1 0.087 2.054 0.052  0.10
C4 -0.252 0.861 0.581  -0.31
H2 -0.236 -2.491 0.605  0.20
H3 2.832 0.123 -0.169  0.13
H4 0.015 0.451 -1.312  0.15
H5 0.174 0.740 1.653  0.19

[10]
Entry from OMol25: C4H5N3O in the gas phase in a non-equilibrium geometry (the ωB97M-V functional and the def2-TZVPD basis).

Gap between HOMO and LUMO ... 10.257 eV
SMILES ... [H]/N=C1/CN=CN1C=O
Electronic energy ... -394.90945 Eh
LUMO ... 0.44 eV
HOMO ... -9.820 eV
ΔE to the lowest compared entry with this formula, charge and spin ... 36.5 kcal/mol
Net charge ... 0

Last column: Löwdin charge in e.
Positions of all 13 atoms, in Å:
H1 0.339 -0.428 2.255  0.05
N1 1.073 -0.002 1.681  0.18
C1 0.642 0.228 0.550  -0.43
C2 1.329 0.933 -0.528  -0.13
N2 0.568 0.624 -1.796  0.08
C3 -0.474 -0.044 -1.380  -0.12
N3 -0.580 -0.163 0.004  0.02
C4 -1.574 -0.943 0.584  -0.26
O1 -2.279 -1.720 -0.005  0.08
H2 2.382 0.659 -0.632  0.12
H3 1.416 2.032 -0.339  0.14
H4 -1.186 -0.452 -2.060  0.13
H5 -1.656 -0.724 1.665  0.14

[11]
Entry from OMol25: C4H5N3O2S in the gas phase in a non-equilibrium geometry (the ωB97M-V functional and the def2-TZVPD basis).

Gap between HOMO and LUMO ... 8.556 eV
Electronic energy ... -868.14329 Eh
LUMO ... -0.30 eV
HOMO ... -8.854 eV
ΔE to the lowest compared entry with this formula, charge and spin ... 132.9 kcal/mol
Net charge ... 0

Last column: Löwdin charge in e.
Positions of all 15 atoms, in Å:
C1 -0.962 -0.416 -3.157  -0.06
C2 -1.813 -0.058 -0.232  -0.15
C3 -0.121 1.069 -1.418  -0.84
C4 0.648 -0.166 0.550  -0.06
N1 -1.278 -1.535 -3.336  -0.09
N2 -0.562 0.742 -2.685  0.05
N3 -0.474 0.151 -0.381  -0.17
O1 -1.456 -2.667 -3.695  0.01
O2 -2.150 -0.717 0.828  0.00
S1 0.696 2.386 -0.972  0.75
H1 1.591 0.025 0.045  0.08
H2 0.484 0.430 1.366  0.06
H3 0.798 -1.155 0.769  0.06
H4 -0.558 1.592 -3.370  0.20
H5 -1.468 -1.236 1.475  0.18

[12]
Entry from OMol25: C4H5N3O4 in the gas phase in a non-equilibrium geometry (the ωB97M-V functional and the def2-TZVPD basis).

Gap between HOMO and LUMO ... 10.341 eV
SMILES ... O=C1N[C@H]2NC(=O)[C@@](O)(N1)O2
Electronic energy ... -620.68582 Eh
LUMO ... 0.46 eV
HOMO ... -9.883 eV
ΔE to the lowest compared entry with this formula, charge and spin ... 8.6 kcal/mol
Net charge ... 0

Last column: Löwdin charge in e.
Positions of all 16 atoms, in Å:
O1 -1.038 -1.792 2.190  0.08
C1 -0.736 -0.998 1.337  -0.55
N1 0.568 -0.561 1.172  0.15
C2 0.962 0.364 0.148  -0.32
N2 1.202 -0.321 -1.128  0.16
C3 0.073 -0.409 -1.850  -0.35
O2 -0.164 -0.817 -2.935  0.14
C4 -1.031 0.287 -0.731  -0.40
O3 -1.993 0.910 -1.444  0.10
N3 -1.637 -0.396 0.487  0.20
O4 -0.106 1.200 -0.131  0.04
H1 1.249 -0.971 1.788  0.15
H2 1.833 0.947 0.460  0.17
H3 2.118 -0.509 -1.504  0.16
H4 -2.420 1.588 -0.902  0.13
H5 -2.520 -0.867 0.358  0.15